Record 1
DFT (ωB97M-V with the def2-TZVPD basis set) results for a structure of composition C28H36FeP2Si in a non-equilibrium geometry.

Calculated values
maximum force	3.2	eV/Å
E_tot	-90453.34459	eV
⟨S²⟩	8.77
HOMO energy (alpha / beta)	-0.3340 / -0.4143	hartree
frontier orbital gap (alpha / beta)	6.89 / 7.29	eV

ORCA input file:
```
! RIJCOSX wB97M-V def2-TZVPD def2/J DEFGRID3
* xyz 1 6
C 0.79675 1.98055 0.53382
C -0.22571 2.14084 -0.45886
C -1.46929 2.39471 0.20312
H -0.03445 2.25556 -1.52608
C -1.22297 2.41713 1.60392
C 0.18328 2.15925 1.81527
H 0.72682 2.22046 2.76251
H 1.88247 1.89632 0.39933
H -2.42338 2.65007 -0.26523
H -1.96220 2.69968 2.36003
Fe -0.70336 0.47035 0.90043
C -1.80401 -1.94260 -3.67354
H -2.84849 -1.60740 -3.59050
H -1.76254 -3.01366 -3.39234
H -1.38420 -1.82661 -4.68775
Si -0.70472 -0.85292 -2.65029
C 1.07689 -0.70105 -3.12375
C 1.81098 0.49136 -2.93873
H 1.35865 1.37066 -2.47878
C 3.16627 0.52597 -3.28665
H 3.74632 1.44791 -3.12663
C 3.78100 -0.60668 -3.81477
H 4.83866 -0.58673 -4.09619
C 3.07507 -1.82779 -3.91734
H 3.57493 -2.73162 -4.26475
C 1.72626 -1.87166 -3.53742
H 1.17898 -2.82043 -3.53065
C -1.61180 0.77238 -2.96227
C -1.16712 1.58382 -4.03228
H -0.16573 1.45630 -4.45212
C -2.06369 2.49147 -4.61963
H -1.75026 3.05498 -5.50870
C -3.37000 2.61301 -4.15344
H -4.10440 3.24211 -4.66891
C -3.77722 1.88783 -3.02122
H -4.79760 1.95485 -2.65092
C -2.89114 0.98491 -2.41780
H -3.20757 0.38782 -1.55631
H -0.90966 -0.05768 -0.66084
H -0.50126 -1.29646 -1.25582
C -2.00714 -1.80531 3.80148
P -1.28655 -0.24638 3.19006
C -2.07106 0.96140 4.28256
C 0.44301 -0.37781 3.87597
C 0.76817 -0.02890 5.18494
C 2.10992 0.00597 5.57805
C 3.10598 -0.34342 4.66991
C 2.78147 -0.74099 3.36611
C 1.44990 -0.76773 2.96259
P 0.85656 -1.12161 1.22062
C 2.38585 -1.32230 0.30098
C 0.19084 -2.82147 1.36225
H -2.95098 -1.97840 3.26916
H -2.19724 -1.68671 4.87687
H -1.32798 -2.65238 3.65595
H -2.18621 0.51231 5.27618
H -1.46757 1.87199 4.35284
H -3.05448 1.19719 3.85411
H -0.00334 0.22162 5.92421
H 2.36996 0.28074 6.60481
H 4.14746 -0.31775 4.97151
H 3.58547 -1.03072 2.69162
H 2.97303 -2.13282 0.75083
H 2.16592 -1.57269 -0.74236
H 2.97479 -0.39927 0.32449
H 0.65731 -3.35837 2.20302
H -0.89704 -2.80884 1.50776
H 0.42343 -3.34437 0.42561
*
```

=====

Record 2
DFT (ωB97M-V with the def2-TZVPD basis set) results for a cluster of 2 separate species, C18H28ClN4O2S in total in a non-equilibrium geometry.

Calculated values
maximum force	4.9	eV/Å
E_tot	-52527.84792	eV
⟨S²⟩	0.75
HOMO energy (alpha / beta)	-0.3138 / -0.3403	hartree
frontier orbital gap (alpha / beta)	8.51 / 9.23	eV

ORCA input file:
```
! RIJCOSX wB97M-V def2-TZVPD def2/J DEFGRID3
* xyz 0 2
C 2.11236 -3.86293 2.98680
C 2.78344 -4.19428 1.60402
Cl 4.54129 -4.50926 1.89991
C 2.47073 -3.17898 0.46589
C 3.19519 -1.80509 0.53830
C 2.35580 -0.87735 -0.38876
N 1.64255 -0.28883 -1.02731
O 3.10609 -1.19965 1.86783
C 2.83774 0.10099 1.81995
N 2.94649 1.22031 1.89540
C 4.70841 -1.76196 0.01167
C 5.77397 -1.54733 1.18051
S 4.90577 -0.23263 -1.06205
C 5.09894 -2.90134 -0.88948
N 5.21796 -3.77361 -1.59291
H 2.91112 -3.45202 3.64362
H 1.82467 -4.82632 3.46443
H 1.24983 -3.17591 2.91861
H 2.34997 -5.16597 1.27958
H 1.37955 -2.95545 0.55396
H 2.56899 -3.67701 -0.52352
H 5.44157 -1.96525 2.14667
H 6.71566 -2.04612 0.87348
H 5.95066 -0.45907 1.28649
H 4.56531 0.83530 -0.28316
C -1.00534 1.74758 -0.30075
C -2.01661 1.32068 -1.38764
C -2.23695 2.48845 -2.35672
C -3.03357 3.62789 -1.72838
C -4.35247 3.12078 -1.15478
C -4.21661 1.89582 -0.23267
N -3.29296 0.85363 -0.76873
O -3.95093 0.16335 -1.67385
C -3.73246 2.33697 1.16576
C -5.63144 1.35067 0.02712
C -1.28990 0.18549 -2.12726
H 0.00261 1.80158 -0.71437
H -1.19605 2.73563 0.11378
H -0.97953 1.02563 0.51875
H -2.76750 2.13851 -3.24960
H -1.27415 2.86892 -2.70808
H -2.44736 4.12996 -0.95310
H -3.23645 4.38792 -2.48794
H -4.84465 3.93467 -0.61518
H -5.01060 2.87068 -1.99408
H -3.52336 1.46988 1.79559
H -4.50016 2.92596 1.67173
H -2.84657 2.96746 1.14693
H -6.16390 1.12230 -0.89667
H -6.23372 2.09119 0.55642
H -5.60183 0.44674 0.63969
H -1.06787 -0.64199 -1.45039
H -0.34369 0.53922 -2.53473
H -1.86003 -0.20581 -2.97080
*
```

=====

Record 3
DFT (ωB97M-V with the def2-TZVPD basis set) results for the ion C3H4NO2 with charge +1 in a non-equilibrium geometry.

Calculated values
maximum force	5.0	eV/Å
E_tot	-8748.72526	eV
HOMO energy	-0.6165	hartree
frontier orbital gap	10.26	eV

ORCA input file:
```
! RIJCOSX wB97M-V def2-TZVPD def2/J DEFGRID3
* xyz 1 1
C -0.31719 -1.83096 -1.48517
C -0.57234 1.02874 0.54883
C 0.85482 0.56396 0.77985
N -0.23766 -0.32254 0.48839
O -0.59360 -2.82777 -1.84330
O -0.07102 -0.71430 -1.12285
H -0.50016 1.58938 -0.29220
H -1.39446 1.19872 1.36450
H 1.46944 0.93702 -0.17408
H 1.36217 0.37777 1.73602
*
```

=====

Record 4
DFT (ωB97M-V with the def2-TZVPD basis set) results for a cluster of 4 separate species, C3H10N2O3 in total.

Calculated values
maximum force	0.9	eV/Å
E_tot	-12395.87955	eV
HOMO energy	-0.3429	hartree
frontier orbital gap	10.00	eV
SMILES	c1c[nH]cn1.O.O.O

ORCA input file:
```
! RIJCOSX wB97M-V def2-TZVPD def2/J DEFGRID3
* xyz 0 1
C 0.12558 -0.45264 0.00735
C -0.03742 -1.56722 0.77281
N -1.34228 -1.49075 1.20958
C -1.89118 -0.38664 0.66480
N -1.02940 0.27354 -0.06543
H 1.01279 -0.15207 -0.52872
H 0.66281 -2.28803 1.15437
H -1.79458 -2.16568 1.79832
H -2.90005 -0.07240 0.88379
O 1.75586 0.03419 -2.77169
H 2.45403 0.46022 -3.28674
H 0.90044 0.43694 -2.97032
O -0.08153 2.33204 -2.24500
H 0.31862 2.05870 -1.40635
H -1.01254 2.29881 -1.98034
O 0.78878 0.45868 3.14297
H 1.73575 0.43266 3.00345
H 0.33430 -0.21036 2.61716
*
```

=====

Record 5
DFT (ωB97M-V with the def2-TZVPD basis set) results for a cluster of 2 separate species, C3H7IN in total in a non-equilibrium geometry.

Calculated values
maximum force	3.7	eV/Å
E_tot	-12804.74401	eV
HOMO energy	-0.4976	hartree
frontier orbital gap	8.43	eV

ORCA input file:
```
! RIJCOSX wB97M-V def2-TZVPD def2/J DEFGRID3
* xyz 1 1
C -1.18295 1.11923 1.50179
C 0.03573 0.05636 -0.07128
C 1.21899 -1.07848 -1.87646
N 1.10920 -0.12189 -0.82323
I 1.18388 -0.00634 -3.78378
H -0.60811 2.00226 1.71738
H -2.04616 1.21706 0.87031
H -1.16200 0.31611 2.21899
H -0.75376 -0.66250 -0.27880
H 2.17929 -1.59349 -1.82454
H 0.39214 -1.78528 -1.86718
H 1.90337 0.50651 -0.70944
*
```

=====

Record 6
DFT (ωB97M-V with the def2-TZVPD basis set) results for the molecule C2H4IN in a non-equilibrium geometry.

Calculated values
maximum force	4.2	eV/Å
E_tot	-11727.04284	eV
HOMO energy	-0.3325	hartree
frontier orbital gap	9.09	eV
SMILES	IN1CC1

ORCA input file:
```
! RIJCOSX wB97M-V def2-TZVPD def2/J DEFGRID3
* xyz 0 1
I 3.10920 0.00237 0.03114
N 1.25246 0.02982 -0.81661
C 0.20922 -0.74804 -0.09727
C 0.28630 0.68740 -0.07214
H 0.62495 -1.21506 0.79289
H -0.47305 -1.11409 -0.74922
H -0.35025 1.15392 -0.82383
H 0.54517 1.22238 0.72542
*
```

=====

Record 7
DFT (ωB97M-V with the def2-TZVPD basis set) results for the molecule C4H10O2.

Calculated values
maximum force	0.4	eV/Å
E_tot	-8404.56650	eV
HOMO energy	-0.3716	hartree
frontier orbital gap	11.11	eV
SMILES	COC[C@@H](C)O

ORCA input file:
```
! RIJCOSX wB97M-V def2-TZVPD def2/J DEFGRID3
* xyz 0 1
C -2.11242 0.37801 1.32780
O -0.96035 -0.37572 1.04105
C -0.45030 -0.14283 -0.25651
C 1.03248 -0.49132 -0.22592
C 1.73471 -0.07737 -1.50564
O 1.64302 0.19957 0.84421
H -1.90775 1.45613 1.24365
H -2.94393 0.12515 0.65409
H -2.40440 0.14776 2.35503
H -0.56086 0.92101 -0.52133
H -0.99012 -0.74633 -1.00372
H 1.13115 -1.58055 -0.08003
H 2.80729 -0.27381 -1.41983
H 1.59951 0.99705 -1.67423
H 1.34530 -0.62524 -2.37074
H 1.03669 0.08849 1.59212
*
```

=====

Record 8
DFT (ωB97M-V with the def2-TZVPD basis set) results for a cluster of 2 separate species, C51H61Cl2N2 in total in a non-equilibrium geometry.

Calculated values
maximum force	2.4	eV/Å
E_tot	-81893.74949	eV
HOMO energy	-0.3039	hartree
frontier orbital gap	2.30	eV

ORCA input file:
```
! RIJCOSX wB97M-V def2-TZVPD def2/J DEFGRID3
* xyz 1 1
Cl -3.31849 -6.97602 3.86811
C -3.17169 -5.36312 4.41537
C -1.89544 -4.80629 4.62239
C -1.77709 -3.47324 5.00555
C -2.92965 -2.62916 5.13094
C -2.74384 -1.25111 5.44240
C -3.64309 -0.42630 6.16726
C -3.21822 0.90866 6.48192
C -4.07995 1.82314 7.07578
C -5.39884 1.44112 7.39673
Cl -6.50371 2.59941 7.99038
C -5.80350 0.10783 7.21427
C -4.91852 -0.82786 6.68689
C -4.20610 -3.22692 4.91398
C -4.32106 -4.58042 4.61014
H -1.01362 -5.42855 4.48223
H -0.79793 -3.07332 5.29225
H -1.77839 -0.80630 5.18964
H -2.17716 1.17852 6.28980
H -3.74832 2.83251 7.30241
H -6.80592 -0.19071 7.51632
H -5.17845 -1.88640 6.74391
H -5.11006 -2.62156 5.00074
H -5.30213 -5.03713 4.50625
C 0.11729 -1.84424 0.94371
C 1.55181 -1.96767 1.44774
C 1.44667 -2.79355 2.73724
C 2.39021 -2.80403 0.48115
C 2.24487 -0.57380 1.70113
C 2.50805 -0.24714 3.03807
C 3.48410 0.68156 3.37879
C 4.10862 1.40536 2.37387
C 3.64202 1.36354 1.05464
C 4.27457 2.48084 0.14372
C 3.37982 2.90115 -1.00334
C 5.63735 1.99005 -0.37407
C 4.51706 3.78059 0.93598
C 2.70674 0.33589 0.69742
N 2.26968 0.19091 -0.67167
C 3.18194 -0.17681 -1.75632
C 2.41109 0.14479 -3.00299
N 1.02673 0.32886 -2.55039
C -0.01935 0.35267 -3.56906
C -0.40012 -0.88212 -4.19948
C 0.12667 -2.33135 -3.93147
C -1.00561 -3.36015 -4.11979
C 0.64049 -2.53694 -2.52276
C 1.21522 -2.67261 -4.96592
C -1.30694 -0.84343 -5.25733
C -1.94911 0.32128 -5.64756
C -1.51012 1.51805 -5.10693
C -0.53036 1.57385 -4.11462
C -0.06062 3.03968 -3.87306
C -1.26175 4.00113 -3.81397
C 0.83276 3.46187 -5.05426
C 0.68588 3.19587 -2.57967
C 1.00207 0.45252 -1.16561
C -0.00835 0.89513 -0.31565
C -1.37338 1.14008 -0.70964
C -2.10977 0.26481 -1.55872
C -3.35157 0.65815 -2.04727
C -3.94316 1.85887 -1.61619
C -3.27588 2.66629 -0.68066
C -2.00564 2.32003 -0.22479
H 0.09385 -1.44330 -0.07109
H -0.37240 -2.83189 0.91798
H -0.46547 -1.17049 1.58315
H 2.43032 -2.94152 3.19600
H 0.76418 -2.32614 3.45620
H 1.03030 -3.78333 2.50324
H 3.37985 -2.99173 0.91764
H 1.89755 -3.76809 0.28892
H 2.53478 -2.29734 -0.47397
H 2.01208 -0.78381 3.84669
H 3.76384 0.83216 4.42496
H 4.94700 2.05318 2.64003
H 2.41306 3.26306 -0.63730
H 3.85231 3.70286 -1.59327
H 3.21668 2.08010 -1.69369
H 6.37806 2.02670 0.43426
H 5.59625 0.95524 -0.73198
H 5.98890 2.62791 -1.19715
H 5.32601 3.68311 1.66547
H 4.80518 4.58967 0.25084
H 3.60499 4.09492 1.45626
H 4.13157 0.35662 -1.68598
H 3.43342 -1.24613 -1.69245
H 2.76038 1.07119 -3.48974
H 2.46161 -0.65672 -3.74554
H -1.28006 -3.48866 -5.17137
H -0.68050 -4.34459 -3.76141
H -1.89980 -3.07217 -3.55419
H 1.42690 -1.83086 -2.28307
H -0.15928 -2.43280 -1.78251
H 1.09110 -3.53413 -2.41273
H 1.99468 -1.90531 -5.02757
H 1.69138 -3.62922 -4.70951
H 0.76520 -2.76843 -5.96166
H -1.54913 -1.74994 -5.80992
H -2.74906 0.29971 -6.38336
H -1.91887 2.43727 -5.52687
H -2.04739 3.60235 -3.16195
H -0.94084 4.97090 -3.41149
H -1.67779 4.18981 -4.80995
H 1.70884 2.80542 -5.14349
H 0.26842 3.40964 -5.99407
H 1.18186 4.49480 -4.91867
H 1.53055 2.51931 -2.56670
H 1.07145 4.21761 -2.46409
H 0.05261 2.95430 -1.72005
H 0.29252 1.11490 0.70869
H -1.64851 -0.68480 -1.87073
H -3.85458 0.03050 -2.79117
H -4.92244 2.15094 -2.00806
H -3.74292 3.58890 -0.32335
H -1.43743 2.98158 0.44381
*
```

=====

Record 9
DFT (ωB97M-V with the def2-TZVPD basis set) results for the ion HN2O7S2 with charge -1 in a non-equilibrium geometry.

Calculated values
maximum force	2.6	eV/Å
E_tot	-38996.50539	eV
HOMO energy	-0.2487	hartree
frontier orbital gap	10.03	eV
SMILES	[H]/N=[N+](\[O-])OS(=O)(=O)S(=O)(=O)[O-]

ORCA input file:
```
! RIJCOSX wB97M-V def2-TZVPD def2/J DEFGRID3
* xyz -1 1
H 0.15737 1.24746 0.28964
N 0.41153 0.46557 0.89280
N -0.06965 -0.59899 0.42856
O -0.73488 -0.70435 -0.61038
O 0.11440 -1.71801 1.08255
S -0.43898 -3.22704 -0.07775
O 0.84844 -3.60660 -0.58078
O -1.01720 -4.10087 0.90479
S -1.66956 -2.79776 -1.84794
O -0.85100 -2.09236 -2.77808
O -2.86296 -2.18486 -1.35660
O -1.71712 -4.22789 -2.01094
*
```

=====

Record 10
DFT (ωB97M-V with the def2-TZVPD basis set) results for a cluster of 2 separate species, C5H14S2 in total in a non-equilibrium geometry.

Calculated values
maximum force	5.5	eV/Å
E_tot	-27080.70651	eV
HOMO energy	-0.3084	hartree
frontier orbital gap	9.30	eV
SMILES	CCSC.CSC

ORCA input file:
```
! RIJCOSX wB97M-V def2-TZVPD def2/J DEFGRID3
* xyz 0 1
C -0.77875 -0.95350 -1.33063
C -1.00314 -2.26429 -0.55746
S -0.50503 -1.93121 1.19799
C 0.29496 -3.53731 1.54617
H 0.24176 -0.53396 -1.15188
H -1.51452 -0.17987 -1.03841
H -0.84927 -1.11832 -2.37657
H -2.10426 -2.54807 -0.64979
H -0.59689 -3.21516 -1.01965
H 1.24875 -3.74108 0.95255
H -0.49391 -4.36365 1.29092
H 0.28006 -3.77770 2.51040
C 1.85289 2.94227 0.92455
S 1.12326 3.76060 -0.70371
C -0.57208 3.29714 -0.78513
H 1.22385 3.00199 1.75770
H 2.70701 3.57563 1.20370
H 2.25874 1.96587 0.70908
H -0.62621 2.24137 -0.34450
H -1.03356 3.24871 -1.77850
H -1.15364 4.13052 -0.35681
*
```

=====

Record 11
DFT (ωB97M-V with the def2-TZVPD basis set) results for a cluster of 2 separate species, C6H14O in total in a non-equilibrium geometry.

Calculated values
maximum force	2.1	eV/Å
E_tot	-8495.60451	eV
HOMO energy	-0.3037	hartree
frontier orbital gap	9.10	eV
SMILES	CC(C)=C(C)C.O

ORCA input file:
```
! RIJCOSX wB97M-V def2-TZVPD def2/J DEFGRID3
* xyz 0 1
C -0.32572 -1.24131 0.16605
C 0.41061 -0.01888 -0.45823
C 0.91014 -0.24682 -1.85398
C 0.66519 1.06780 0.28648
C 0.27365 1.12409 1.74633
C 1.70799 2.06361 -0.16001
H -1.15665 -1.61583 -0.44743
H 0.38811 -2.09238 0.23521
H -0.76509 -1.03049 1.17790
H 0.22097 -0.57889 -2.60975
H 1.68130 -1.00570 -1.82907
H 1.38877 0.63648 -2.21459
H -0.60168 0.51942 1.85903
H 1.11750 0.76932 2.33042
H 0.06746 2.17155 2.11539
H 2.55508 1.46799 -0.60755
H 1.26191 2.80253 -0.92020
H 2.05613 2.60912 0.73404
O -3.65440 -2.27400 0.37679
H -3.87192 -3.20282 0.28978
H -4.32933 -1.92478 -0.21664
*
```

=====

Record 12
DFT (ωB97M-V with the def2-TZVPD basis set) results for a structure of composition C3H3N3OS in a non-equilibrium geometry.

Calculated values
maximum force	5.8	eV/Å
E_tot	-20509.77164	eV
HOMO energy	-0.3578	hartree
frontier orbital gap	8.72	eV

ORCA input file:
```
! RIJCOSX wB97M-V def2-TZVPD def2/J DEFGRID3
* xyz 0 1
C -0.75024 -0.54224 -0.14870
C 1.55093 -1.13813 -0.08039
C 0.85104 1.09557 -0.15756
H -2.98963 0.10473 0.76051
H 0.94918 2.13919 -0.37857
H -1.09340 1.76181 0.69885
N 0.13992 -1.49900 -0.34427
N 1.78251 0.25232 -0.32718
N -0.48357 0.84736 -0.01538
O 2.50556 -1.91362 0.14532
S -2.46230 -1.10798 -0.15263
*
```